Entry from the Open Molecules 2025 dataset: C40H38Cl3GaN5OS3 as an isolated structure (ωB97M-V/def2-TZVPD).

Structure (XYZ):
```
91
Properties=species:S:1:pos:R:3:forces:R:3:mulliken_charge:R:1
Ga 0.646 -0.605 -0.472 0.4 -0.2 0.3 -0.139
S -0.591 -1.388 1.267 0.1 0.1 0.0 -0.273
C -1.782 -2.153 0.289 -0.2 -0.1 -0.1 0.290
N -2.966 -2.395 0.758 0.0 0.1 0.0 0.072
C -4.000 -2.982 -0.119 0.0 0.0 0.0 -0.519
C -3.384 -4.073 -0.940 0.0 0.0 0.0 -0.865
N -2.217 -3.538 -1.659 0.0 0.0 0.0 0.188
C -2.015 -4.138 -3.020 0.0 0.0 0.1 -1.695
C -3.084 -3.643 -3.957 0.0 0.0 0.0 0.695
C -3.051 -2.333 -4.429 0.0 0.0 0.0 -0.015
C -4.034 -1.892 -5.300 0.0 0.0 0.0 -0.674
C -5.048 -2.752 -5.704 0.0 0.0 0.0 -0.590
C -5.081 -4.058 -5.237 0.0 0.0 0.0 -0.692
C -4.099 -4.504 -4.364 0.0 0.0 0.0 -0.334
C -1.453 -2.637 -1.129 0.0 -0.1 0.0 0.675
S -0.052 -2.112 -1.982 0.0 0.1 -0.1 -0.279
C -3.438 -1.991 2.130 0.0 0.0 -0.1 -1.902
C -4.239 -0.716 2.069 0.0 0.0 0.0 1.101
C -3.630 0.500 2.374 0.0 0.0 0.0 -0.406
C -4.360 1.678 2.319 0.0 0.0 0.0 -0.559
C -5.701 1.647 1.962 0.0 0.0 0.0 -0.579
C -6.320 0.436 1.682 0.0 0.0 0.0 -0.774
C -5.593 -0.744 1.743 0.0 0.0 0.0 -0.383
H -4.415 -2.184 -0.739 0.0 0.0 0.0 0.254
H -4.790 -3.379 0.512 0.0 0.0 0.0 0.619
H -4.092 -4.424 -1.687 0.0 0.0 0.0 0.451
H -3.051 -4.922 -0.337 0.0 0.0 0.0 0.294
H -2.087 -5.217 -2.875 0.0 0.0 0.0 0.449
H -1.008 -3.907 -3.350 0.0 0.0 0.0 0.666
H -2.250 -1.663 -4.134 0.0 0.0 0.0 0.453
H -4.000 -0.883 -5.689 0.0 0.0 0.0 0.480
H -5.804 -2.409 -6.397 0.0 0.0 0.0 0.427
H -5.860 -4.733 -5.563 0.0 0.0 0.0 0.422
H -4.107 -5.536 -4.028 0.0 0.0 0.0 0.459
H -2.570 -1.905 2.775 0.0 0.0 0.0 0.790
H -4.035 -2.835 2.474 0.0 0.0 0.0 0.555
H -2.596 0.519 2.702 0.0 0.0 0.0 0.573
H -3.894 2.617 2.586 0.0 0.0 0.0 0.450
H -6.275 2.564 1.938 0.0 0.0 0.0 0.447
H -7.375 0.407 1.446 0.0 0.0 0.0 0.447
H -6.101 -1.687 1.577 0.0 0.0 0.0 0.465
N 0.083 1.244 -0.981 -0.1 0.1 -0.1 0.270
C -1.222 1.177 -1.670 0.0 0.2 0.1 -0.247
C -2.354 0.973 -0.899 0.0 0.0 -0.1 0.036
C -3.587 0.897 -1.536 0.0 0.0 0.0 -0.293
C -3.665 1.024 -2.917 0.0 0.0 0.0 -0.729
C -2.516 1.233 -3.667 0.1 0.0 0.0 -0.789
C -1.275 1.313 -3.044 -0.1 -0.1 0.0 -0.693
H 0.768 1.714 -1.574 0.0 -0.1 -0.1 0.457
H 0.005 1.849 -0.161 0.0 0.0 0.1 0.492
H -2.300 0.933 0.182 0.0 0.0 0.0 0.402
H -4.486 0.780 -0.944 0.0 0.0 0.0 0.406
H -4.628 0.988 -3.408 0.0 0.0 0.0 0.495
H -2.580 1.358 -4.740 0.0 0.0 0.0 0.475
H -0.380 1.491 -3.630 0.0 0.0 0.0 0.466
Cl 7.531 2.863 7.576 0.0 0.0 0.0 -0.167
C 6.940 2.493 6.003 0.0 0.0 0.0 0.347
C 7.773 2.624 4.902 0.0 0.0 0.0 -0.901
C 7.287 2.329 3.639 0.0 0.0 0.0 -0.261
C 5.977 1.902 3.459 0.0 0.0 0.0 -0.747
C 5.432 1.571 2.094 0.1 0.1 0.0 0.779
C 5.428 0.049 1.893 -0.1 0.0 -0.1 -1.048
N 4.470 -0.329 0.827 -0.1 0.1 0.1 0.257
C 4.737 -0.772 -0.447 0.0 0.0 0.0 -0.538
C 3.543 -0.916 -1.072 0.0 -0.1 0.0 -0.509
N 2.544 -0.562 -0.171 -0.1 0.1 -0.1 0.552
C 3.159 -0.201 0.963 0.1 -0.1 0.1 -0.094
O 6.201 2.204 1.097 0.0 -0.2 0.0 -0.309
C 5.508 2.802 0.004 0.0 0.0 0.0 -0.741
C 4.340 3.650 0.405 0.0 0.0 0.0 -0.556
C 4.392 4.739 1.228 0.0 0.0 0.0 0.863
Cl 5.782 5.387 1.966 0.0 0.0 0.0 -0.132
S 2.858 5.463 1.475 0.0 0.0 0.0 -0.151
C 2.104 4.317 0.459 0.0 -0.1 0.1 -0.457
C 3.006 3.417 -0.028 -0.1 0.0 0.0 -0.062
C 5.174 1.779 4.587 0.0 0.0 0.0 0.810
Cl 3.508 1.242 4.417 0.0 0.0 0.0 -0.196
C 5.627 2.068 5.859 0.0 0.0 0.0 -0.938
H 8.791 2.960 5.038 0.0 0.0 0.0 0.458
H 7.926 2.452 2.774 0.0 0.0 0.0 0.470
H 4.396 1.923 2.064 0.0 0.0 -0.1 0.382
H 5.110 -0.465 2.797 0.0 0.0 0.0 0.521
H 6.415 -0.305 1.608 0.0 0.0 0.0 0.275
H 5.742 -0.956 -0.788 0.0 0.0 0.0 0.483
H 3.330 -1.259 -2.070 0.0 0.0 0.0 0.553
H 2.691 0.131 1.878 0.0 0.0 0.0 0.454
H 5.151 2.038 -0.699 0.0 0.0 0.0 0.252
H 6.271 3.384 -0.511 0.0 0.1 0.0 0.337
H 1.045 4.397 0.264 0.0 0.0 0.0 0.389
H 2.769 2.610 -0.710 0.0 0.0 -0.1 0.348
H 4.979 1.971 6.718 0.0 0.0 0.0 0.484
```
Forces are in eV/Å.

Calculated values
Spin multiplicity   1
Energy   -6395.2081 Ha
LUMO level   -10.098 eV
Kohn-Sham gap   4.24 eV
Relative energy (zero: lowest compared OMol25 entry of this formula, charge and spin)   30.5 kJ/mol
Total charge   +3
HOMO energy   -14.34 eV